(1)
Molecular formula: C49H109N9O8
Method: DFT, ωB97M-V/def2-TZVPD

Computed properties:
* LUMO: 0.1 eV
* spin multiplicity: 1
* HOMO energy: -7.5963 eV

Structure (XYZ):
```
175
C49H109N9O8 | OMol25 | ωB97M-V/def2-TZVPD
C 6.082 -0.066 -0.885
C 4.719 -0.007 -1.593
C 4.283 1.438 -1.793
C 4.941 -0.724 -2.937
C 5.178 -2.203 -2.861
C 4.042 -2.919 -2.120
C 3.667 -2.215 -0.786
C 2.219 -2.735 -0.517
C 4.600 -2.716 0.362
N 3.667 -0.755 -0.889
O 3.259 -0.109 0.299
H 6.110 0.202 0.175
H 6.592 -1.033 -0.868
H 6.817 0.525 -1.438
H 3.416 1.631 -2.425
H 4.169 1.971 -0.849
H 5.124 1.938 -2.284
H 4.031 -0.605 -3.544
H 5.649 -0.133 -3.522
H 5.357 -2.601 -3.862
H 6.078 -2.453 -2.292
H 4.428 -3.883 -1.782
H 3.186 -3.143 -2.756
H 1.801 -2.241 0.363
H 2.074 -3.813 -0.478
H 1.603 -2.373 -1.343
H 4.110 -3.536 0.885
H 4.913 -1.981 1.105
H 5.520 -3.090 -0.092
H 4.004 -0.296 0.903
C -1.655 2.220 3.536
C -1.483 3.557 2.797
C -2.762 4.340 3.196
C -0.257 4.349 3.348
C 0.307 5.371 2.376
C 0.414 4.813 0.977
C -0.919 4.281 0.454
C -1.980 5.413 0.331
C -0.607 3.677 -0.939
N -1.345 3.189 1.364
O -2.400 2.445 0.826
H -1.448 2.332 4.600
H -2.662 1.829 3.388
H -1.018 1.426 3.131
H -2.973 4.193 4.253
H -2.785 5.389 2.905
H -3.608 3.939 2.627
H -0.583 4.954 4.200
H 0.508 3.717 3.810
H -0.329 6.262 2.461
H 1.244 5.876 2.636
H 1.104 3.971 1.087
H 0.772 5.615 0.329
H -2.009 6.084 1.183
H -2.947 4.924 0.201
H -1.815 6.029 -0.555
H -1.505 3.181 -1.312
H 0.192 2.936 -0.961
H -0.375 4.466 -1.657
H -1.992 1.572 0.782
C -2.768 1.440 -4.136
C -4.267 1.134 -3.844
C -4.939 2.443 -3.425
C -4.932 0.731 -5.170
C -4.748 -0.717 -5.657
C -5.080 -1.666 -4.499
C -4.332 -1.329 -3.175
C -5.000 -2.244 -2.160
C -2.858 -1.727 -3.324
N -4.565 0.082 -2.856
O -4.202 0.468 -1.558
H -2.694 2.282 -4.823
H -2.189 1.612 -3.228
H -2.323 0.598 -4.670
H -5.993 2.226 -3.232
H -4.495 2.809 -2.500
H -4.957 3.178 -4.228
H -6.002 0.938 -5.241
H -4.510 1.282 -6.018
H -5.501 -0.878 -6.429
H -3.758 -0.938 -6.060
H -4.861 -2.707 -4.759
H -6.171 -1.663 -4.429
H -4.835 -3.303 -2.377
H -6.067 -2.057 -2.038
H -4.560 -2.190 -1.157
H -2.245 -1.292 -2.530
H -2.486 -1.366 -4.285
H -2.717 -2.810 -3.350
H -3.260 0.234 -1.493
C 3.029 2.488 2.588
C 3.746 2.005 3.870
C 5.085 2.733 3.975
C 2.937 2.406 5.091
C 1.685 1.529 5.241
C 2.125 0.075 5.476
C 3.023 -0.450 4.336
C 3.873 -1.622 4.856
C 2.056 -1.006 3.253
N 3.982 0.572 3.889
O 4.834 0.119 2.862
H 3.568 2.149 1.699
H 2.034 2.078 2.378
H 2.859 3.566 2.564
H 5.665 2.387 4.835
H 5.699 2.451 3.117
H 4.975 3.809 4.095
H 3.489 2.370 6.030
H 2.510 3.393 4.901
H 1.134 1.866 6.121
H 1.017 1.556 4.380
H 1.256 -0.570 5.619
H 2.648 -0.015 6.433
H 4.423 -1.283 5.737
H 4.569 -2.007 4.115
H 3.200 -2.405 5.211
H 1.318 -1.674 3.692
H 2.658 -1.502 2.493
H 1.488 -0.180 2.825
H 5.639 -0.136 3.326
C -1.737 -3.239 3.876
C -2.832 -2.747 2.894
C -3.500 -1.479 3.455
C -2.224 -2.358 1.525
C -1.796 -3.578 0.715
C -2.972 -4.547 0.613
C -3.619 -4.984 1.931
C -4.964 -5.624 1.588
C -2.705 -6.047 2.547
N -3.857 -3.790 2.761
O -4.435 -4.110 4.001
H -1.479 -4.293 3.944
H -0.805 -2.695 3.703
H -2.104 -3.025 4.884
H -4.109 -1.663 4.340
H -2.740 -0.739 3.724
H -4.148 -0.929 2.768
H -3.035 -1.922 0.931
H -1.470 -1.584 1.657
H -1.438 -3.342 -0.288
H -0.952 -4.038 1.243
H -2.718 -5.452 0.058
H -3.773 -4.033 0.070
H -4.909 -6.312 0.747
H -5.661 -4.823 1.301
H -5.581 -5.995 2.411
H -1.659 -5.759 2.469
H -2.876 -7.011 2.071
H -3.012 -6.094 3.596
H -5.335 -3.773 3.936
N 1.533 -1.672 -6.024
C 0.688 -1.285 -5.023
N 0.214 -2.334 -4.303
O 0.279 -0.128 -4.896
H 1.875 -1.087 -6.765
H 1.853 -2.621 -6.064
H -0.524 -2.125 -3.649
H 0.676 -3.215 -4.382
N 0.666 0.036 -1.797
C -0.202 0.159 -0.766
N 0.400 0.170 0.456
O -1.419 0.319 -0.923
H 0.210 0.098 -2.698
H 1.658 -0.008 -1.629
H -0.154 0.451 1.245
H 1.395 0.016 0.531
C 2.834 3.199 -5.377
C 1.365 2.885 -5.242
O 0.907 2.046 -6.316
H 3.526 2.366 -5.239
H 3.066 3.938 -4.601
H 3.098 3.664 -6.327
H 0.749 3.774 -5.406
H 1.093 2.473 -4.267
H 0.730 1.167 -5.915
```

Löwdin population analysis, charges in e, atoms 1 to 6:
1. C -0.024
2. C -0.498
3. C -0.014
4. C -0.144
5. C -0.178
6. C -0.124



(2)
Molecular formula: C24H69N3O9
Method: DFT, ωB97M-V/def2-TZVPD

Computed properties:
* LUMO: 0.4 eV
* spin multiplicity: 1
* HOMO energy: -8.9107 eV

Structure (XYZ):
```
105
C24H69N3O9 | OMol25 | ωB97M-V/def2-TZVPD
C -3.415 -3.838 2.507
O -3.140 -3.888 1.138
C -3.142 -2.598 0.567
C -2.701 -2.699 -0.878
C -1.298 -3.266 -0.982
N -2.760 -1.346 -1.452
H -2.635 -3.288 3.051
H -3.456 -4.859 2.883
H -4.388 -3.368 2.709
H -4.165 -2.197 0.639
H -2.455 -1.927 1.106
H -3.394 -3.372 -1.399
H -1.208 -3.767 -1.949
H -1.122 -3.960 -0.168
H -0.544 -2.477 -0.996
H -3.720 -1.038 -1.554
H -2.342 -1.374 -2.380
C 5.534 0.317 3.202
O 5.076 1.593 2.868
C 3.680 1.736 3.022
C 2.919 1.353 1.759
C 3.134 2.341 0.631
N 1.494 1.265 2.091
H 5.159 -0.459 2.521
H 5.245 0.058 4.229
H 6.620 0.320 3.128
H 3.316 1.135 3.870
H 3.483 2.777 3.298
H 3.344 0.371 1.479
H 4.186 2.504 0.412
H 2.621 3.273 0.868
H 2.669 1.919 -0.268
H 1.394 0.505 2.769
H 1.006 0.911 1.265
C -3.005 0.001 5.007
O -3.309 0.967 4.041
C -2.192 1.236 3.201
C -2.594 2.179 2.088
C -3.616 1.487 1.200
N -1.408 2.451 1.255
H -2.180 0.330 5.651
H -2.751 -0.967 4.549
H -3.901 -0.157 5.608
H -1.381 1.659 3.819
H -1.814 0.280 2.802
H -3.005 3.106 2.485
H -4.563 1.315 1.709
H -3.234 0.520 0.857
H -3.795 2.074 0.295
H -0.643 2.808 1.818
H -1.125 1.566 0.843
C 2.037 -3.505 3.663
C 1.670 -2.320 2.820
C 0.644 -2.654 1.775
O 1.102 -1.261 3.634
H 1.235 -3.816 4.337
H 2.952 -3.365 4.247
H 2.248 -4.396 3.059
H 2.529 -1.895 2.288
H 1.068 -3.369 1.058
H 0.366 -1.777 1.189
H -0.244 -3.131 2.195
H 1.229 -1.445 4.569
C 3.723 -0.588 -2.930
C 3.318 -1.657 -1.935
C 2.223 -2.555 -2.481
O 4.416 -2.515 -1.561
H 3.735 -0.968 -3.953
H 4.716 -0.179 -2.712
H 3.044 0.268 -2.899
H 2.956 -1.191 -1.006
H 1.382 -1.980 -2.861
H 1.876 -3.214 -1.679
H 2.620 -3.219 -3.252
H 5.087 -1.963 -1.148
C 0.295 4.207 -1.587
C -1.089 4.855 -1.490
C -1.459 5.566 -2.776
O -2.103 3.892 -1.235
H 1.048 4.990 -1.686
H 0.324 3.530 -2.446
H 0.495 3.608 -0.697
H -1.056 5.586 -0.666
H -2.423 6.074 -2.691
H -1.510 4.843 -3.595
H -0.745 6.350 -3.039
H -1.866 3.374 -0.446
C -0.030 0.611 -1.688
O -0.487 0.157 -0.414
H 0.228 -0.208 -2.363
H -0.845 1.175 -2.155
H 0.830 1.258 -1.524
H -1.144 -0.534 -0.640
C -1.158 1.852 -5.185
O -0.117 0.973 -5.615
H -1.507 1.572 -4.192
H -0.815 2.887 -5.121
H -2.017 1.829 -5.861
H 0.584 1.515 -5.980
C -1.850 -2.081 -5.219
O -1.204 -1.260 -4.238
H -1.120 -2.708 -5.745
H -2.519 -2.758 -4.693
H -2.371 -1.465 -5.953
H -0.779 -0.515 -4.688
```

Löwdin population analysis, charges in e, atoms 1 to 6:
1. C -0.119
2. O -0.187
3. C -0.220
4. C -0.411
5. C -0.042
6. N 0.060



> What is the spin multiplicity in the second record?

1



> Number 2 is which compound?

C24H69N3O9



> Look up the HOMO energy of the first one.

-7.5963 eV



> What is the spin multiplicity in the second record?

1